No. 1
Computed, not measured: a molecular structure, C4H7NO, with ωB97M-V with the def2-TZVPD basis set.

XYZ file:
```
13
C4H7NO (ωB97M-V with the def2-TZVPD basis set)
O -1.91355 -0.74132 -0.93314
C -0.16702 -0.99255 -0.61634
C 0.12161 0.38834 -0.40945
C 0.38472 0.88785 0.99994
C 1.73853 0.56680 1.49034
N 2.80498 0.28843 1.84399
H -2.10516 -0.83610 -1.88353
H 0.13467 -1.48526 -1.53880
H -0.26672 -1.66838 0.23089
H -1.34489 0.27544 -0.74831
H 0.69246 0.88395 -1.19338
H -0.33669 0.45828 1.70600
H 0.25706 1.97454 1.05178
```

## Properties
orbital gap: 9.468 eV
HOMO: -8.8161 eV
E: -7795.5715 eV
energy above the lowest of the compared OMol25 structures with the same formula, charge and spin: 393.0 kJ/mol
charge: 0


No. 2
Computed, not measured: C4H7NO in the gas phase, with ωB97M-V with the def2-TZVPD basis set.

XYZ file:
```
13
C4H7NO (ωB97M-V with the def2-TZVPD basis set)
N 2.06575 -0.38745 -0.18000
C 1.09773 0.49257 0.21859
O 1.30014 1.68918 0.30572
C -0.22042 -0.15858 0.55599
C -1.15247 -0.52352 -0.57182
C -1.47103 0.62637 0.33918
H 1.81257 -1.30885 -0.49624
H 2.92891 0.00663 -0.52227
H -0.18462 -0.83910 1.40348
H -0.83072 -0.30043 -1.58563
H -1.72576 -1.44057 -0.47575
H -2.27927 0.51046 1.05425
H -1.34080 1.63328 -0.04550
```

## Properties
SMILES: NC(=O)C1CC1
orbital gap: 10.773 eV
HOMO: -9.8109 eV
E: -7798.8233 eV
energy above the lowest of the compared OMol25 structures with the same formula, charge and spin: 79.2 kJ/mol
charge: 0


No. 3
Computed, not measured: C4H7NO in the gas phase, with ωB97M-V with the def2-TZVPD basis set.

XYZ file:
```
13
C4H7NO (ωB97M-V with the def2-TZVPD basis set)
C -0.35558 -0.25055 -1.58111
C 0.18962 -0.76530 -0.25670
C -0.12752 0.17117 0.92547
O 0.43510 -0.32893 2.05487
C 1.19858 1.78901 0.25174
N 0.20793 1.84652 0.91607
H -0.20947 -0.97810 -2.38489
H -1.42981 -0.04529 -1.51010
H 0.15199 0.67629 -1.85488
H 1.26119 -0.98584 -0.31956
H -0.29791 -1.72598 -0.01109
H -1.19243 0.35809 0.98174
H 0.16832 0.23891 2.78843
```

## Properties
orbital gap: 11.577 eV
HOMO: -10.8857 eV
E: -7796.6413 eV
energy above the lowest of the compared OMol25 structures with the same formula, charge and spin: 289.8 kJ/mol
charge: 0


No. 4
Computed, not measured: a molecular structure, C4H7NO, with ωB97M-V with the def2-TZVPD basis set.

XYZ file:
```
13
C4H7NO (ωB97M-V with the def2-TZVPD basis set)
N -2.24642 0.31053 -0.66153
C -0.36228 -0.18684 -0.74766
C -0.01903 0.76509 -0.02899
C 1.79088 0.03299 -0.26777
C 2.38690 -0.42380 0.81983
O -2.92616 -0.23393 0.48441
H -3.32472 -1.04738 0.15037
H -2.42658 1.31210 -0.57202
H -0.36883 -1.06105 -1.36138
H -0.09478 1.46724 0.77215
H 2.29639 0.23123 -1.20689
H 1.83165 -0.59613 1.73743
H 3.46297 -0.57004 0.88205
```

## Properties
orbital gap (alpha / beta): 8.079 / 8.080 eV
HOMO (alpha / beta): -7.1315 / -7.1325 eV
E: -7790.4618 eV
energy above the lowest of the compared OMol25 structures with the same formula, charge and spin: 886.0 kJ/mol
charge: 0


No. 5
Computed, not measured: C4H7NO in the gas phase, with ωB97M-V with the def2-TZVPD basis set.

XYZ file:
```
13
C4H7NO (ωB97M-V with the def2-TZVPD basis set)
C -1.93925 0.27641 -0.43030
N -0.64487 0.12640 0.40915
C 0.21748 -1.07493 0.11200
C 1.48041 -0.20125 -0.05163
C 0.59085 0.99621 0.24043
O 0.69993 2.17343 0.33531
H -0.97235 0.15461 1.37303
H -2.11976 1.36463 -0.35743
H -1.63488 0.05934 -1.47005
H -0.12087 -1.56647 -0.80082
H 0.23450 -1.77539 0.94729
H 2.24296 -0.32826 0.72726
H 1.96583 -0.20472 -1.03425
```

## Properties
orbital gap: 7.194 eV
HOMO: -6.8380 eV
E: -7795.2077 eV
energy above the lowest of the compared OMol25 structures with the same formula, charge and spin: 428.1 kJ/mol
charge: 0


No. 6
Computed, not measured: C4H7NO in the gas phase, with ωB97M-V with the def2-TZVPD basis set.

XYZ file:
```
13
C4H7NO (ωB97M-V with the def2-TZVPD basis set)
C -1.81474 -0.27267 -0.09726
N -1.21120 0.93363 0.46913
C -0.52209 0.23079 -0.60716
C 0.78241 -0.47142 -0.36719
C 1.87419 0.23184 0.30822
O 1.12300 -0.78292 0.97412
H -1.80088 -1.17249 0.51361
H -2.72586 -0.10199 -0.66494
H -0.81588 0.66612 1.36830
H -0.53717 0.75737 -1.56061
H 1.04158 -1.24814 -1.09003
H 2.91171 -0.01311 0.08239
H 1.69493 1.24298 0.67141
```

## Properties
SMILES: C1N[C@H]1[C@H]1CO1
orbital gap: 10.737 eV
HOMO: -9.5621 eV
E: -7796.6748 eV
energy above the lowest of the compared OMol25 structures with the same formula, charge and spin: 286.5 kJ/mol
charge: 0


No. 7
Computed, not measured: C4H7NO in the gas phase, with ωB97M-V with the def2-TZVPD basis set.

XYZ file:
```
13
C4H7NO (ωB97M-V with the def2-TZVPD basis set)
C -0.90931 -1.95087 0.17631
O -0.80354 -0.73021 0.94901
C -0.63249 0.35632 0.22664
C 1.11978 1.69362 0.07383
C 0.33563 0.40727 -0.83412
N 0.85605 -0.17753 -1.75339
H -0.51331 -1.80351 -0.83449
H -1.97518 -2.18709 0.14030
H -0.36506 -2.73745 0.69831
H -1.08583 1.23854 0.65671
H 0.85282 2.03922 1.07451
H 2.14887 1.34058 0.06207
H 0.97157 2.51110 -0.63569
```

## Properties
orbital gap (alpha / beta): 7.291 / 7.301 eV
HOMO (alpha / beta): -7.6178 / -7.6231 eV
E: -7794.1452 eV
energy above the lowest of the compared OMol25 structures with the same formula, charge and spin: 530.6 kJ/mol
charge: 0


No. 8
Computed, not measured: C4H7NO in the gas phase, with ωB97M-V with the def2-TZVPD basis set.

XYZ file:
```
13
C4H7NO (ωB97M-V with the def2-TZVPD basis set)
C 1.41759 -0.64977 0.00841
C 0.01501 -0.08529 -0.06226
C -1.11593 -0.93662 0.43164
O -2.27458 -0.59046 0.37122
C -0.29821 1.36605 0.10099
N -0.28986 0.77378 -1.21624
H 1.42486 -1.72328 -0.21769
H 2.03850 -0.15097 -0.73998
H 1.87714 -0.51168 0.99303
H -0.84318 -1.91569 0.87589
H -1.26883 1.56646 0.54932
H 0.49612 2.07246 0.32534
H -1.24479 0.60593 -1.52750
```

## Properties
SMILES: C[C@@]1(C=O)CN1
orbital gap: 10.796 eV
HOMO: -9.9341 eV
E: -7797.7459 eV
energy above the lowest of the compared OMol25 structures with the same formula, charge and spin: 183.2 kJ/mol
charge: 0


No. 9
Computed, not measured: C4H7NO in the gas phase, with ωB97M-V with the def2-TZVPD basis set.

XYZ file:
```
13
C4H7NO (ωB97M-V with the def2-TZVPD basis set)
C -2.11444 -0.53830 0.77199
C -0.73906 -0.63417 0.20634
N -0.07910 0.43423 0.05703
C 1.04508 0.38209 -0.84209
C 2.28329 0.82992 -0.11071
O 3.32241 0.21765 -0.10963
H -2.23178 -0.98184 1.76286
H -2.79539 -1.03938 0.07563
H -2.35542 0.52637 0.80429
H -0.38136 -1.59981 -0.18887
H 1.20956 -0.59715 -1.31499
H 0.78256 1.11095 -1.62117
H 2.14415 1.76232 0.47387
```

## Properties
SMILES: C/C=N/CC=O
orbital gap: 10.673 eV
HOMO: -9.6415 eV
E: -7797.9076 eV
energy above the lowest of the compared OMol25 structures with the same formula, charge and spin: 167.6 kJ/mol
charge: 0


No. 10
Computed, not measured: C4H7NO in the gas phase, with ωB97M-V with the def2-TZVPD basis set.

XYZ file:
```
13
C4H7NO (ωB97M-V with the def2-TZVPD basis set)
C 1.38116 -0.56468 0.03355
C -0.03750 -0.06376 -0.08430
C -1.09499 -1.06245 0.26028
O -2.25418 -0.94974 -0.06874
C -0.22330 1.39335 0.16702
N -0.49374 0.85790 -1.14319
H 1.44086 -1.65389 0.04841
H 2.02980 -0.19606 -0.76076
H 1.76487 -0.19842 0.98738
H -0.73626 -1.98334 0.76198
H -0.99198 1.76282 0.83661
H 0.70398 1.96587 0.19521
H -1.49945 0.68067 -1.21852
```

## Properties
SMILES: C[C@@]1(C=O)CN1
orbital gap: 10.579 eV
HOMO: -9.7532 eV
E: -7797.5682 eV
energy above the lowest of the compared OMol25 structures with the same formula, charge and spin: 200.3 kJ/mol
charge: 0


No. 11
Computed, not measured: C4H7NO in the gas phase, with ωB97M-V with the def2-TZVPD basis set.

XYZ file:
```
13
C4H7NO (ωB97M-V with the def2-TZVPD basis set)
C 1.89313 -0.83194 -0.02740
O 0.55888 -0.56015 -0.37679
C 0.03803 0.56921 0.30713
C -1.37990 0.72387 -0.32326
C -2.22868 -0.43013 -0.05296
N -3.07727 -1.23608 0.09289
H 2.20834 -0.73105 1.16531
H 1.94705 -1.94060 -0.46203
H 2.61249 -0.09716 -0.62706
H -0.01156 0.48324 1.44078
H 0.63146 1.48880 0.16935
H -1.88119 1.60180 0.03094
H -1.31079 0.96020 -1.33691
```

## Properties
SMILES: COCCC#N
orbital gap: 11.162 eV
HOMO: -10.4018 eV
E: -7797.1398 eV
energy above the lowest of the compared OMol25 structures with the same formula, charge and spin: 241.7 kJ/mol
charge: 0


No. 12
Computed, not measured: C4H7NO in the gas phase, with ωB97M-V with the def2-TZVPD basis set.

XYZ file:
```
13
C4H7NO (ωB97M-V with the def2-TZVPD basis set)
O -1.20923 -1.87835 0.37004
C -0.68734 -0.81927 0.64331
C -1.11866 0.46745 -0.00940
C 0.14204 0.93715 -0.70935
C 1.18343 -0.07923 -0.18399
N 0.51699 -0.77683 1.28673
H -1.90786 0.19139 -0.69887
H -1.46675 1.21026 0.70053
H 0.38759 1.96251 -0.41902
H 0.00113 0.94371 -1.80190
H 1.98926 0.38580 0.33503
H 1.50606 -0.76448 -0.99369
H 0.71455 -1.77110 1.56932
```

## Properties
SMILES: O=C1CCCN1
orbital gap: 10.437 eV
HOMO: -9.4083 eV
E: -7797.6432 eV
energy above the lowest of the compared OMol25 structures with the same formula, charge and spin: 193.1 kJ/mol
charge: 0


No. 13
Computed, not measured: 2 unconnected molecules or ions with the total composition C4H7NO, with ωB97M-V with the def2-TZVPD basis set.

XYZ file:
```
13
C4H7NO (ωB97M-V with the def2-TZVPD basis set)
C -0.73048 0.79282 1.53561
C -0.70999 0.13115 0.14598
C -0.05429 -1.21189 0.28463
O 1.03312 -1.53385 -0.15137
H -1.01603 0.05810 2.29780
H 0.25723 1.17958 1.80703
H -1.44922 1.61680 1.58917
H -1.73843 -0.03370 -0.20104
H -0.19220 0.73910 -0.59942
H -0.64397 -1.93589 0.88222
C 1.77081 0.03975 -2.52953
N 1.57171 0.90940 -3.26232
H 1.90033 -0.75222 -1.81190
```

## Properties
SMILES: CCC=O.C#N
orbital gap: 11.164 eV
HOMO: -10.4736 eV
E: -7797.9668 eV
energy above the lowest of the compared OMol25 structures with the same formula, charge and spin: 161.9 kJ/mol
charge: 0


No. 14
Computed, not measured: C4H7NO in the gas phase, with ωB97M-V with the def2-TZVPD basis set.

XYZ file:
```
13
C4H7NO (ωB97M-V with the def2-TZVPD basis set)
C 0.98192 1.23917 0.85804
C 0.49132 -0.07137 0.27281
C -0.78363 -0.57566 0.68912
O -1.34644 -1.70711 -1.21057
C -0.68808 -0.78182 -1.71712
N -0.06063 0.19673 -1.08652
H 1.78421 1.62737 0.22428
H 1.35970 1.10274 1.87609
H 0.17148 1.97364 0.86726
H 1.27578 -0.83571 0.25325
H -1.59156 0.13646 0.82693
H -0.97072 -1.60482 0.96050
H -0.62335 -0.69962 -2.81407
```

## Properties
orbital gap (alpha / beta): 8.712 / 8.713 eV
HOMO (alpha / beta): -9.1026 / -9.1029 eV
E: -7796.0239 eV
energy above the lowest of the compared OMol25 structures with the same formula, charge and spin: 349.3 kJ/mol
charge: 0


No. 15
Computed, not measured: 2 unconnected molecules or ions with the total composition C4H7NO, with ωB97M-V with the def2-TZVPD basis set.

XYZ file:
```
13
C4H7NO (ωB97M-V with the def2-TZVPD basis set)
C 2.35079 -0.03846 0.09246
C 1.33689 0.86253 -0.45167
N 0.52516 1.56467 -0.88378
H 1.96978 -0.50137 1.00668
H 3.26722 0.51860 0.30699
H 2.57012 -0.82899 -0.63086
C -2.09488 0.28353 0.23402
C -1.21073 -0.87924 -0.11729
O -0.38344 -1.36281 0.62440
H -1.69783 0.80740 1.10651
H -2.16829 0.97223 -0.61357
H -3.10252 -0.09260 0.45893
H -1.36228 -1.30551 -1.13283
```

## Properties
SMILES: CC#N.CC=O
orbital gap: 10.888 eV
HOMO: -9.9397 eV
E: -7798.4088 eV
energy above the lowest of the compared OMol25 structures with the same formula, charge and spin: 119.2 kJ/mol
charge: 0


No. 16
Computed, not measured: C4H7NO in the gas phase, with ωB97M-V with the def2-TZVPD basis set.

XYZ file:
```
13
C4H7NO (ωB97M-V with the def2-TZVPD basis set)
O 1.24043 2.11764 -0.35812
C 1.76578 1.05124 -0.14828
C 1.02029 -0.22616 0.18908
C -0.32990 0.08874 0.80411
C -1.34643 0.35883 -0.24968
N -1.44752 -0.95783 0.28936
H 2.87247 0.94263 -0.22501
H 1.65786 -0.83084 0.84905
H 0.98202 -0.78080 -0.77956
H -0.90499 -1.77731 0.01800
H -1.09364 0.35145 -1.30608
H -2.23833 0.92953 -0.00620
H -2.17803 -1.26711 0.92332
```

## Properties
orbital gap: 8.176 eV
HOMO: -7.4189 eV
E: -7794.9336 eV
energy above the lowest of the compared OMol25 structures with the same formula, charge and spin: 454.5 kJ/mol
charge: 0


No. 17
Computed, not measured: C4H7NO in the gas phase, with ωB97M-V with the def2-TZVPD basis set.

XYZ file:
```
13
C4H7NO (ωB97M-V with the def2-TZVPD basis set)
C 1.30551 -0.64866 -0.32036
C -0.04810 -0.07815 0.01121
C -1.06338 -1.02380 0.56792
O -1.00028 -2.22344 0.43965
C -0.18578 1.36174 0.34130
N -0.64203 0.87209 -0.94802
H 1.22272 -1.50855 -0.98778
H 1.92466 0.11720 -0.79638
H 1.80295 -0.97237 0.60051
H -1.94242 -0.54136 1.06250
H -0.91186 1.68029 1.08720
H 0.71375 1.97088 0.28374
H -1.65864 0.78720 -0.95929
```

## Properties
SMILES: C[C@@]1(C=O)CN1
orbital gap: 10.829 eV
HOMO: -9.9385 eV
E: -7797.7392 eV
energy above the lowest of the compared OMol25 structures with the same formula, charge and spin: 183.8 kJ/mol
charge: 0


No. 18
Computed, not measured: C4H7NO in the gas phase, with ωB97M-V with the def2-TZVPD basis set.

XYZ file:
```
13
C4H7NO (ωB97M-V with the def2-TZVPD basis set)
C 2.07696 -0.21589 0.16230
C 0.65051 0.06588 -0.15935
N 0.05148 1.18861 -0.14418
C -1.37651 0.86133 -0.32665
C -1.38486 -0.59208 0.12424
O -0.11409 -1.05592 -0.34764
H 2.10353 -1.14070 0.74879
H 2.48732 0.60767 0.75026
H 2.67253 -0.36273 -0.74210
H -2.00338 1.49698 0.30372
H -1.68124 0.99866 -1.37429
H -2.18018 -1.25428 -0.21457
H -1.30206 -0.59753 1.21949
```

## Properties
SMILES: CC1=NCCO1
orbital gap: 10.703 eV
HOMO: -9.6277 eV
E: -7798.5668 eV
energy above the lowest of the compared OMol25 structures with the same formula, charge and spin: 104.0 kJ/mol
charge: 0